This record from the Open Molecules 2025 dataset describes an isolated molecule of C15H23NO. The level of theory is wB97M-V/def2-TZVPD.

The geometry in XYZ format:
```
40
Properties=species:S:1:pos:R:3:forces:R:3
O 2.261289 -2.033317 0.061050 0.045 -0.212 -0.040
N 1.129098 0.201401 0.491284 0.194 -0.376 -0.038
C -0.172585 0.773026 0.675771 -0.239 0.225 -0.141
C 2.344159 2.350925 0.378866 -0.282 -0.086 0.054
C 5.793576 -1.403638 -0.299193 -0.160 0.000 0.020
C -2.297147 1.477822 -0.563261 -0.013 -0.127 -0.271
C 4.695808 0.692947 0.060133 -0.013 -0.120 -0.013
C -4.388883 -1.780361 0.076431 0.036 0.120 0.200
C 5.853044 -0.024540 -0.151394 0.185 0.187 0.004
C -0.841894 1.008672 -0.684916 -0.074 0.122 0.292
C -5.786330 -1.260545 0.393668 0.166 -0.128 -0.116
C -3.292346 -0.730799 0.269304 -0.149 -0.101 -0.348
C 2.218602 0.849182 0.349194 -0.105 0.177 0.069
C 3.445224 0.070710 0.137227 0.217 -0.252 -0.078
C 4.579715 -2.048019 -0.226455 -0.059 -0.061 0.007
C -3.333231 0.373912 -0.783721 0.079 0.114 0.334
C 3.398536 -1.335603 -0.003767 0.081 0.068 -0.004
H -0.253773 1.756321 -1.222787 0.055 -0.058 -0.025
H 4.504799 -3.118854 -0.334368 -0.020 -0.115 -0.011
H -3.392427 -0.287912 1.263403 0.074 0.011 0.104
H 6.696518 -1.971064 -0.468643 0.068 -0.062 -0.016
H 1.535446 -1.372412 0.243869 0.083 0.144 0.033
H -0.160873 1.711111 1.246330 -0.020 -0.087 -0.017
H 4.770395 1.762732 0.173411 -0.028 0.111 0.001
H -3.180341 -0.067630 -1.771567 -0.046 -0.012 -0.077
H -0.746353 0.038356 1.246702 -0.082 0.201 0.018
H -0.793390 0.084247 -1.263174 0.061 -0.033 -0.065
H 2.813631 2.698714 -0.539122 0.062 0.048 -0.008
H -6.515296 -2.063243 0.307729 -0.128 -0.009 0.010
H -4.361310 -2.144226 -0.953184 0.049 -0.092 -0.019
H -5.825248 -0.870306 1.408597 -0.055 0.061 0.114
H 6.802165 0.487222 -0.202491 0.067 0.050 -0.002
H -4.175497 -2.628677 0.731146 0.006 -0.062 -0.081
H -2.325708 -1.234913 0.220245 0.101 0.017 0.090
H -2.454911 1.926852 0.420199 -0.039 0.101 0.037
H -6.076819 -0.467828 -0.290929 -0.099 0.096 -0.031
H 1.373311 2.828599 0.468252 -0.010 0.036 0.007
H 2.960071 2.656569 1.223143 0.061 0.069 0.000
H -4.321385 0.837913 -0.779660 -0.060 -0.029 -0.085
H -2.479640 2.256645 -1.307341 -0.008 0.062 0.090
```
Forces are in eV/Å.

The frontier orbital gap comes out at 8.941 eV. For the LUMO energy, the calculation gives 0.734 eV. Its structure (SMILES) is CCCCCCC/N=C(\C)c1ccccc1O. The molar mass is 233.4 g/mol. The value obtained for the total energy is -715.366823 Ha.